Entry 1:
56
Properties=species:S:1:pos:R:3 method="wB97M-V/def2-TZVPD" gap_ev=9.641
C 1.6062 -0.6325 0.3234
N 1.6309 -0.8223 -1.1453
C 0.4936 -0.2153 -1.8357
N 0.4184 1.2378 -1.6927
O 1.6816 1.8443 -1.6019
B 1.8877 2.6573 -2.7452
O 1.3592 2.3757 -3.9578
O 2.7294 3.7172 -2.5893
S -0.6582 1.7827 -0.5206
O -1.5923 2.6190 -1.1737
O -1.2096 0.7507 0.2747
F 0.2205 2.6735 0.3904
H 1.9308 0.3850 0.5240
H 0.6519 -0.8671 0.7974
H 2.3624 -1.2890 0.7462
H 1.4865 -1.8164 -1.2962
H 0.6644 -0.3902 -2.8991
H -0.4650 -0.6805 -1.6035
H 0.3896 2.4490 -3.9643
H 2.6349 4.1297 -1.7239
C -4.8842 3.5126 -5.1550
N -3.5458 3.0000 -5.3797
C -2.4000 3.3390 -4.7406
C -2.4861 4.3787 -3.6523
O -1.3425 2.8077 -5.0557
H -5.5488 2.6929 -4.8778
H -5.2610 3.9694 -6.0716
H -4.8910 4.2536 -4.3638
H -3.4154 2.3018 -6.0948
H -1.4948 4.5388 -3.2425
H -2.8558 5.3225 -4.0559
H -3.1402 4.0406 -2.8494
C 4.2186 -0.4390 5.8387
N 3.9366 -0.5350 4.4196
C 3.4497 -1.5997 3.7292
C 3.1519 -2.8613 4.4993
O 3.2635 -1.5201 2.5239
H 3.6213 0.3614 6.2791
H 5.2743 -0.2058 5.9890
H 3.9880 -1.3692 6.3457
H 4.1120 0.2719 3.8421
H 2.7641 -3.6015 3.8079
H 4.0594 -3.2515 4.9638
H 2.3962 -2.6744 5.2622
C -2.3145 -3.5323 0.5697
N -1.1349 -3.3436 1.3918
C -0.9052 -3.7838 2.6567
C -1.9979 -4.5795 3.3309
O 0.1516 -3.5302 3.2097
H -2.0433 -4.0573 -0.3483
H -2.7341 -2.5605 0.3027
H -3.0688 -4.1090 1.0938
H -0.3644 -2.8177 1.0087
H -1.6628 -4.8525 4.3265
H -2.9078 -3.9847 3.4184
H -2.2109 -5.4908 2.7710

Entry 2:
41
Properties=species:S:1:pos:R:3 method="wB97M-V/def2-TZVPD" spin_multiplicity=2 total_charge=-1 gap_ev="7.541 / 6.923"
Ir -0.6201 0.2450 1.1504
N 1.3093 0.7787 4.9823
C 1.0351 0.5629 3.6867
O 0.0204 -0.0248 3.3338
C 2.0729 1.0340 2.6797
C 1.7257 0.6774 1.2613
H 0.6008 0.5315 5.6531
H 1.9936 1.4673 5.2383
H 3.0080 0.5424 2.9771
H 2.2082 2.1103 2.8003
H 1.8402 -0.3530 0.9618
H 1.8158 1.4379 0.4996
C 0.1735 -1.2240 -4.4865
Si -0.2298 0.4964 -3.8495
C 1.0960 1.6993 -4.4291
C -1.8861 1.0686 -4.5258
C -0.2825 0.4691 -2.0339
C -0.3301 0.4079 -0.8182
H 0.2087 -1.2593 -5.5785
H -0.5746 -1.9423 -4.1449
H 1.1413 -1.5534 -4.1032
H 1.1442 1.7583 -5.5199
H 2.0804 1.3991 -4.0638
H 0.8935 2.7017 -4.0461
H -1.9003 1.1160 -5.6175
H -2.1227 2.0633 -4.1421
H -2.6848 0.3963 -4.2053
F -3.1117 0.5738 2.8451
B -2.6732 0.5786 1.5909
F -3.6583 0.5544 0.6988
Se 0.1409 4.0455 3.9497
C -0.1837 2.9934 2.5616
N -0.3651 2.3081 1.6350
F 0.4214 -5.0517 1.5512
C -0.5563 -4.2019 1.2152
F -1.7243 -4.8121 1.4574
F -0.4716 -3.9878 -0.1020
S -0.4038 -2.6107 2.1460
O -0.4038 -3.0253 3.5169
O 0.8397 -2.1113 1.6062
O -1.5868 -1.8598 1.6682

Entry 3:
10
Properties=species:S:1:pos:R:3 method="wB97M-V/def2-TZVPD" gap_ev="7.514 / 7.307"
C -1.1782 -0.9105 -0.1297
C -1.1902 0.4075 -0.0531
C 1.3143 -1.0555 -0.0240
N 0.0088 0.9996 0.3178
N 1.1708 0.2255 0.0206
F -2.0849 -1.8187 -0.1726
S 2.1866 -2.3448 -0.0222
Cl -2.4758 1.5650 -0.0421
H 0.3511 2.0026 0.2240
H 1.8975 0.9293 -0.1188

Entry 4:
20
Properties=species:S:1:pos:R:3 method="wB97M-V/def2-TZVPD" gap_ev=9.702
C 1.6240 0.1637 -1.1407
N 1.9183 -0.9683 -2.0089
C 0.9849 -1.6704 -2.4568
N -0.4228 -1.4841 -2.1568
H 2.1486 1.0194 -1.5603
H 2.0623 -0.0355 -0.1647
H 0.5658 0.3829 -1.0455
H 1.1755 -2.5152 -3.1218
H -0.9451 -1.4597 -3.0325
H -0.7760 -2.3321 -1.7177
C 0.3124 0.5380 2.0514
N -1.0896 0.6187 2.4580
C -1.9270 1.1548 1.4000
H 0.4522 -0.3838 1.4892
H 0.6272 1.3979 1.4455
H 0.9619 0.5139 2.9267
H -1.1661 1.1962 3.2855
H -1.5730 2.1158 1.0005
H -2.9424 1.3187 1.7638
H -1.9909 0.4290 0.5851

Entry 5:
15
Properties=species:S:1:pos:R:3 method="wB97M-V/def2-TZVPD" gap_ev=9.695
C -1.4455 -0.8858 0.9995
C -0.8256 0.3487 0.3166
O -1.3158 1.4509 0.4362
N 0.4990 0.1424 -0.1487
C 0.3667 -0.5448 -1.3662
C 1.5628 1.0429 0.2014
H -1.3349 -0.6963 2.0759
H -0.9621 -1.8356 0.7514
H -2.5122 -0.9537 0.7839
H 1.2930 -1.1711 -1.5693
H -0.9103 -0.6312 -1.0736
H 0.0678 -0.0722 -2.2955
H 1.3802 2.0308 -0.2221
H 2.5146 0.6530 -0.1826
H 1.6223 1.1219 1.2933

Entry 6:
103
Properties=species:S:1:pos:R:3 method="wB97M-V/def2-TZVPD" total_charge=-1 gap_ev=5.238
C 2.7454 -1.7780 -5.8071
C 1.7370 -1.1376 -6.0396
C 0.4427 -0.2427 -6.1229
C -0.6867 -0.7828 -5.1002
C -1.2159 0.3877 -4.1210
N -1.4840 -0.0258 -2.7481
C -0.3717 -0.6391 -2.0321
C 1.0695 -0.0254 -2.3776
C 1.1457 1.4558 -1.8071
C 2.0207 2.4289 -2.6841
O 1.8432 2.4326 -3.8840
O 2.9657 3.2243 -2.0103
C 2.2455 4.3442 -1.4083
C 1.6684 5.2627 -2.5717
C -2.8069 -0.6116 -2.5105
C -2.8955 -2.2099 -2.6015
O -3.8245 -2.7875 -1.9646
O -2.0974 -2.9490 -3.3401
C -3.5849 -0.0051 -1.2671
Cl -4.7863 1.3391 -1.6086
C -3.4640 -0.3665 0.0447
C -4.2566 0.3353 1.2304
Cl -2.3657 -1.6923 0.5506
H 3.6534 -2.4114 -5.7589
H 0.7848 0.8063 -5.8902
H 0.0568 -0.2353 -7.1846
H -1.5665 -1.0882 -5.7461
H -0.2253 -1.6467 -4.5552
H -2.1260 0.8163 -4.6558
H -0.4382 1.2180 -4.2193
H -0.5045 -0.3990 -0.9238
H -0.2556 -1.7580 -2.1162
H 1.8001 -0.6780 -1.7960
H 1.3545 -0.1347 -3.4589
H 0.0702 1.8217 -1.7148
H 1.5171 1.3697 -0.7348
H 1.4261 3.9331 -0.7406
H 2.9676 4.9406 -0.7822
H 0.5798 5.0356 -2.7527
H 2.2314 5.1108 -3.5388
H 1.7441 6.3645 -2.2938
H -3.4446 -0.2812 -3.3982
H -3.5364 0.2925 2.1138
H -4.4430 1.4256 1.0415
H -5.1641 -0.2496 1.5496
O 1.9164 4.7482 2.2608
P 2.3742 5.4435 3.5435
N 1.1141 4.8231 4.5245
C -0.1028 5.4893 4.9303
C 0.9537 3.3709 4.5224
N 2.0932 7.0297 2.9199
C 0.8892 7.8037 3.1304
C 2.5645 7.2376 1.5503
N 3.0203 6.2097 4.9862
C 3.0045 5.6111 6.3153
C 3.9614 7.3258 4.8861
H -0.5579 4.9828 5.7855
H -0.8435 5.5255 4.1252
H 0.0925 6.4949 5.3025
H 1.8996 2.8934 4.8001
H 0.6555 2.9916 3.5398
H 0.2112 3.0332 5.2478
H -0.0061 7.2769 2.7830
H 0.9312 8.7586 2.5985
H 0.7830 8.0824 4.1805
H 1.8410 6.8785 0.8088
H 3.5093 6.7151 1.3816
H 2.7557 8.2974 1.3602
H 2.1616 5.9998 6.8953
H 3.9166 5.8154 6.8820
H 2.9286 4.5238 6.2736
H 3.4514 8.2691 5.0979
H 4.4089 7.3851 3.8955
H 4.8001 7.2318 5.5812
O -0.3774 -5.6467 1.4748
P -1.0869 -6.8609 0.8632
N 0.2853 -7.4298 0.0035
C 0.5870 -7.2524 -1.3998
C 1.4969 -7.6321 0.7885
N -2.1837 -5.9114 -0.0587
C -1.9978 -5.5370 -1.4508
C -2.7737 -4.7834 0.6636
N -1.9463 -8.2801 0.2773
C -1.3506 -9.6008 0.1223
C -3.4081 -8.3214 0.2745
H 1.3458 -7.9689 -1.7291
H 0.9535 -6.2456 -1.6205
H -0.2721 -7.4815 -2.0289
H 1.2876 -8.3074 1.6263
H 1.8846 -6.6920 1.1964
H 2.2966 -8.0971 0.2077
H -1.0615 -4.9939 -1.6098
H -2.8076 -4.8935 -1.8037
H -2.0444 -6.4148 -2.1005
H -2.1135 -3.9097 0.6681
H -2.9852 -5.0556 1.7028
H -3.7264 -4.4886 0.2177
H -1.0585 -9.7644 -0.9201
H -2.0323 -10.4085 0.4040
H -0.4723 -9.7307 0.7564
H -3.7874 -8.1654 -0.7385
H -3.8315 -7.5601 0.9271
H -3.8024 -9.2745 0.6405

Entry 7:
7
Properties=species:S:1:pos:R:3 method="wB97M-V/def2-TZVPD" gap_ev="9.427 / 9.322"
C -1.7241 0.4802 -0.0256
N -1.9332 -0.9221 -0.0288
O -1.9630 -1.6080 -0.9917
O -2.0807 -1.4019 1.1204
F -1.9225 0.9932 1.1455
F -2.1805 1.2189 -0.9902
H 0.7058 0.9654 -0.5685

Entry 8:
39
Properties=species:S:1:pos:R:3 method="wB97M-V/def2-TZVPD" spin_multiplicity=3 gap_ev="5.083 / 6.655"
O 3.9726 2.0853 -3.2967
H 3.5457 2.7743 -2.7539
Ni 0.4906 0.2255 -0.3270
N -1.1207 -0.2954 -1.0592
N 1.0681 -0.4387 -2.1175
O -2.3735 -0.2608 -0.4492
O 2.2597 -0.3647 -2.5655
C -1.1895 -0.8231 -2.2843
C 0.0671 -0.9535 -2.9110
C -2.5284 -1.2156 -2.7240
C 0.2688 -1.5684 -4.2418
H -3.2281 -0.3780 -2.6782
H -2.9311 -2.0146 -2.0962
H -2.4844 -1.5744 -3.7481
H 1.3206 -1.7579 -4.4519
H -0.1414 -0.9457 -5.0442
H -0.2722 -2.5177 -4.2930
H -2.1801 0.0603 0.4675
H 3.7451 1.2690 -2.8170
O 1.3294 -3.3307 0.9760
H 0.4011 -3.6220 1.0305
H 1.7984 -4.1177 0.6423
C 0.4913 1.8917 0.2895
H 1.5799 2.0144 0.3653
H 0.0397 1.7473 -0.7628
H 0.0099 2.8598 0.5180
O -1.3196 4.9015 -0.4178
H -2.1109 4.7859 -0.9851
H -1.6837 5.1373 0.4462
N 1.9751 -0.6279 0.6481
N 1.9430 -0.4958 2.0741
C 0.8426 0.0175 2.6484
N 0.7131 -0.1760 3.9791
S -0.4232 0.7386 1.7498
H 2.8907 -0.2900 0.3368
H 1.9295 -1.6444 0.4325
H 2.4207 -1.2407 2.5884
H -0.1038 0.1819 4.4588
H 1.4605 -0.5922 4.5229

Table of total energy (Ha), in record order: -1835.23293; -4518.31495; -1183.06464; -324.41744; -287.70911; -3539.21855; -443.38853; -2797.41060
Table of largest force on an atom (Eh/bohr), in record order: 0.0273; 0.0440; 0.0733; 0.0173; 0.0782; 0.1468; 0.0867; 0.0991